1.
39
Properties=species:S:1:pos:R:3 method="wB97M-V/def2-TZVPD" charge=-1 spin_multiplicity=1 orbital_gap_ev=6.925 molar_mass_g_mol=633.7
Pd -0.7460 0.9333 0.7695
O -4.7777 1.1709 0.6677
C -3.6322 0.7850 0.5363
O -2.6490 1.1256 1.2874
C -3.3067 -0.2345 -0.6157
C -4.6223 -0.8280 -1.1351
C -4.4948 -1.5550 -2.4277
C -3.5823 -1.1458 -3.3088
C -2.6156 -0.1057 -2.9809
C -2.4692 0.3703 -1.7317
S -1.2785 1.5898 -1.3348
H -5.3301 -0.0044 -1.2253
H -5.2281 -2.3173 -2.6567
H -3.5392 -1.5936 -4.2943
H -1.9490 0.2464 -3.7578
O -6.1080 -3.2371 2.2385
C -4.9972 -2.8448 2.0077
C -4.4980 -2.1028 0.8358
O -5.2547 -1.7068 -0.1530
C -3.1520 -1.9117 0.9054
C -2.5763 -2.3742 2.1660
O -1.4521 -2.2378 2.5694
C -3.7463 -3.0706 2.8835
O -3.7092 -3.6772 3.9115
O -2.4809 -1.2647 -0.0507
F 4.6010 1.4673 0.7701
C 3.5225 0.6815 0.5820
F 3.5688 0.2309 -0.6687
F 3.6567 -0.3746 1.3962
C 2.1835 1.4299 0.8647
O 1.1931 0.6787 0.3483
C 2.0288 1.6010 2.4121
F 1.0786 2.5206 2.6796
F 1.6252 0.4597 2.9723
F 3.1476 1.9899 3.0383
C 2.2676 2.8511 0.2092
F 3.0497 3.7002 0.9019
F 1.0613 3.4125 0.1188
F 2.7653 2.7748 -1.0317

***

2.
80
Properties=species:S:1:pos:R:3 method="wB97M-V/def2-TZVPD" charge=-1 spin_multiplicity=2 e_above_lowest_kj_mol=34.5 orbital_gap_ev="2.361 / 9.178" molar_mass_g_mol=462.6
C -2.4499 3.6661 -4.6109
C -2.0271 2.1839 -4.3630
C -0.6488 2.1666 -3.6972
O -0.3095 0.8348 -3.3624
C 0.8315 0.6611 -2.5039
N -3.1660 1.6202 -3.6953
H -1.5204 4.0818 -4.9998
H -2.8301 4.1471 -3.7097
H -3.2650 3.6219 -5.3333
H -1.8751 1.7761 -5.3624
H -0.9445 2.6216 -2.7519
H 0.1231 2.6344 -4.3082
H 0.4035 0.9973 -1.5595
H 1.8292 1.0918 -2.5887
H 1.0460 -0.3279 -2.0990
H -2.6360 0.8108 -3.4054
H -3.3528 2.1623 -2.8638
C -2.0289 -3.9913 2.0973
C -3.1416 -3.3168 1.3643
C -2.8082 -3.2190 -0.1616
O -1.7585 -2.3258 -0.4901
C -1.7137 -1.8787 -1.8298
N -4.4200 -3.8936 1.6611
H -1.7371 -4.9901 1.7726
H -2.3413 -4.1218 3.1334
H -1.0554 -3.5019 2.0658
H -3.2467 -2.2927 1.7225
H -3.7207 -3.0105 -0.7202
H -2.3939 -4.1814 -0.4617
H -1.4449 -2.6346 -2.5677
H -0.8755 -1.1845 -1.7704
H -2.5810 -1.2780 -2.1041
H -4.6619 -3.7833 2.6355
H -4.6618 -4.8276 1.3623
O 2.6967 1.8911 3.7573
H 1.8343 1.7685 3.3605
H 2.6863 1.3295 4.5324
O -1.8355 0.2994 4.8391
H -2.0323 -0.4111 5.4496
H -2.6879 0.5578 4.4887
C 2.8295 -3.4887 -0.3676
C 2.7954 -3.9704 1.1326
O 1.5698 -4.3590 1.6450
O 1.7182 -4.0112 -1.1619
H 3.7249 -3.7163 -0.9460
H 2.8386 -2.4053 -0.4869
H 3.1820 -3.1567 1.7463
H 3.3559 -4.9000 1.2316
H 1.6534 -4.9578 2.3907
H 1.0062 -4.1357 -0.5301
C 0.9735 -0.5347 1.2195
C -0.1531 0.3641 1.7187
O 0.1713 0.7980 3.0315
O 2.0419 0.2398 0.7217
H 0.5715 -1.2866 0.5405
H 1.2958 -1.1501 2.0595
H -1.0656 -0.2321 1.7265
H -0.3746 1.1627 1.0107
H -0.6254 0.9342 3.5495
H 2.0743 0.9745 1.3388
C 5.3467 0.6989 -0.2793
C 6.7964 0.3341 -0.7519
O 7.1244 -0.9570 -0.4641
O 4.4394 -0.1534 -0.9812
H 5.2158 1.7578 -0.5022
H 5.2756 0.4831 0.7867
H 7.4766 0.9723 -0.1879
H 7.1689 0.5827 -1.7457
H 6.6588 -1.4727 -1.1266
H 3.6280 -0.0233 -0.4849
C -2.1711 5.8627 0.6119
C -2.0476 4.2734 1.0931
O -3.2033 3.5068 1.1887
O -2.7001 6.5905 1.6719
H -2.8256 5.8675 -0.2597
H -1.2311 6.3953 0.4670
H -1.4267 4.0892 1.9699
H -1.5175 3.6186 0.4015
H -3.3262 3.4156 2.1365
H -3.5436 6.2367 1.9632

***

3.
77
Properties=species:S:1:pos:R:3 method="wB97M-V/def2-TZVPD" spin_multiplicity=1 smiles=COC[C@H](C)N.COC[C@H](C)N.COC[C@H](C)N.COC[C@H](C)N.O.O.O e_above_lowest_kj_mol=77.9 orbital_gap_ev=9.228 molar_mass_g_mol=410.6
C 0.2528 -1.4488 4.1600
C 0.0880 -2.8282 3.5293
C -1.2096 -3.0300 2.7723
O -1.2303 -4.4080 2.3824
C -2.5497 -4.8770 2.1093
N 1.1875 -3.0316 2.5575
H -0.6552 -1.1729 4.7027
H 0.4391 -0.7487 3.3574
H 1.0455 -1.4733 4.9067
H 0.0068 -3.6521 4.2512
H -1.2919 -2.4012 1.8778
H -2.0561 -2.7826 3.4219
H -2.4909 -5.6288 1.3242
H -3.1605 -4.0877 1.6581
H -3.0016 -5.2043 3.0446
H 2.0330 -3.4109 2.9860
H 0.9111 -3.8800 2.0526
C -1.2230 0.9054 2.2756
C -1.9927 1.7454 1.2444
C -2.3332 3.1549 1.7195
O -2.9199 3.9211 0.7083
C -2.8656 5.2959 1.0423
N -1.2908 1.7757 -0.0586
H -1.6687 1.2329 3.2228
H -0.1448 1.0285 2.3232
H -1.4519 -0.1434 2.1150
H -2.9321 1.2119 1.0645
H -1.4002 3.6090 2.0917
H -3.0124 3.0923 2.5847
H -1.8126 5.5647 1.1650
H -3.3983 5.4694 1.9787
H -3.2715 5.9213 0.2525
H -0.3145 2.0209 0.0690
H -1.6712 2.6085 -0.5076
C -0.6302 4.9906 -2.4501
C 0.2443 5.7257 -1.4423
C 1.4161 4.8302 -1.0779
O 0.9568 3.7196 -0.3318
C 1.8610 3.0293 0.4944
N 0.8147 6.9565 -1.9859
H -0.9696 4.0238 -2.0697
H -0.0587 4.7538 -3.3531
H -1.5236 5.5359 -2.7616
H -0.3946 5.9609 -0.5926
H 2.1373 5.3955 -0.4791
H 1.9187 4.4565 -1.9762
H 2.7309 2.9342 -0.1698
H 1.5497 1.9950 0.6625
H 2.1047 3.4092 1.4918
H 1.5682 6.8216 -2.6459
H 0.0986 7.5013 -2.4482
C 1.6709 -3.5056 -4.4288
C 1.3217 -3.4198 -2.9398
C 0.8599 -4.7385 -2.3119
O -0.4145 -5.0552 -2.8518
C -1.0156 -6.1247 -2.2034
N 2.5328 -2.8889 -2.2728
H 2.1876 -4.4373 -4.6864
H 2.2103 -2.6555 -4.8349
H 0.7427 -3.5476 -5.0122
H 0.5282 -2.6721 -2.9455
H 0.8331 -4.5615 -1.2350
H 1.5211 -5.5474 -2.6345
H -0.4504 -7.0672 -2.3376
H -2.0008 -6.3856 -2.5919
H -1.0797 -5.9772 -1.1155
H 2.3098 -2.4933 -1.3612
H 3.1665 -3.6637 -2.0912
O 3.8392 0.4129 -0.6008
H 3.8005 0.9007 -1.4320
H 4.5021 0.8746 -0.0749
O 1.1838 -1.0245 0.3349
H 1.0314 -1.5603 1.1369
H 2.0951 -0.7068 0.4189
O 0.1015 -0.2017 -2.1199
H -0.5503 0.3139 -1.6123
H 0.6339 -0.6555 -1.4460

***

4.
76
Properties=species:S:1:pos:R:3 method="wB97M-V/def2-TZVPD" charge=-1 spin_multiplicity=1 e_above_lowest_kj_mol=0.0 orbital_gap_ev=6.537 molar_mass_g_mol=615.9
O -1.1938 -6.2226 2.5360
C -0.6310 -5.4682 1.4701
C -0.4803 -4.0320 1.9704
O -1.6035 -3.1946 1.7352
C -2.8571 -3.7771 1.9878
O -3.3223 -4.3524 0.8037
C -4.7114 -4.7415 0.8833
Ta -5.2207 -6.6531 2.0463
H -1.4031 -7.1103 2.2254
H 0.3435 -5.8719 1.1659
H -1.3023 -5.4382 0.6061
H 0.3542 -3.5371 1.4655
H -0.2620 -4.0697 3.0473
H -3.5344 -2.9829 2.3333
H -2.7530 -4.5459 2.7644
H -4.9682 -5.0135 -0.1550
H -5.3162 -3.8535 1.1278
H -6.3641 -7.4053 0.7769
H -6.7154 -5.7276 2.6490
H -4.4264 -6.0545 3.6159
H -3.7117 -7.6311 1.4881
H -5.7917 -7.9691 3.2218
O 2.4952 0.4683 3.3151
Si 3.3991 1.5706 2.5151
C 2.9866 3.2976 3.0973
C 3.0650 1.4413 0.6832
C 5.1898 1.1990 2.8672
Si 0.9171 0.0468 3.5831
C 0.9340 -1.4838 4.6338
C 0.0565 -0.2707 1.9686
C 0.0607 1.4378 4.4923
H 1.9630 3.5753 2.8369
H 3.6569 4.0279 2.6361
H 3.0893 3.3838 4.1811
H 3.2189 0.4226 0.3215
H 3.7296 2.1043 0.1227
H 2.0353 1.7237 0.4522
H 5.4595 0.1948 2.5351
H 5.4075 1.2682 3.9346
H 5.8322 1.9125 2.3438
H 1.4396 -2.3076 4.1268
H -0.0921 -1.8019 4.8367
H 1.4358 -1.3157 5.5885
H -0.0299 0.6327 1.3592
H -0.9479 -0.6612 2.1466
H 0.5811 -1.0248 1.3783
H -0.0214 2.3367 3.8774
H 0.5912 1.7053 5.4086
H -0.9522 1.1317 4.7666
O -0.1558 3.7400 -4.2021
Si -0.0588 3.9120 -5.8297
C -0.2675 2.2571 -6.6647
C 1.5971 4.6416 -6.2950
C -1.4251 5.0661 -6.3443
Si 0.5608 2.9816 -2.9277
C -0.3679 3.4767 -1.3954
C 2.3420 3.5275 -2.7961
C 0.4881 1.1343 -3.1535
H 0.5599 1.5817 -6.4373
H -0.3078 2.3793 -7.7503
H -1.1909 1.7683 -6.3477
H 1.7829 5.5745 -5.7588
H 1.6311 4.8570 -7.3662
H 2.4176 3.9577 -6.0679
H -1.3244 6.0420 -5.8658
H -2.4047 4.6635 -6.0808
H -1.4019 5.2164 -7.4271
H -0.3368 4.5561 -1.2356
H 0.0768 2.9928 -0.5212
H -1.4152 3.1737 -1.4468
H 2.9357 3.1896 -3.6484
H 2.7899 3.1082 -1.8920
H 2.4237 4.6153 -2.7415
H 1.0876 0.8020 -4.0039
H -0.5362 0.7912 -3.3123
H 0.8707 0.6309 -2.2615

***

5.
106
Properties=species:S:1:pos:R:3 method="wB97M-V/def2-TZVPD" charge=-1 spin_multiplicity=1 orbital_gap_ev=6.275 molar_mass_g_mol=1060.4
N 3.7214 -7.1526 3.2260
C 4.1283 -6.7953 2.1340
O 4.8442 -6.8215 0.8773
Nb 3.8620 -5.4258 -0.3773
Br 2.8386 -4.2697 1.7485
I 4.9772 -6.7982 -2.6427
C 2.0765 -6.8298 -0.5861
C 0.7025 -6.2796 0.0576
N 0.2708 -4.9405 -0.4646
C 5.7556 -4.1630 -0.3671
C 5.5787 -2.6444 0.1370
O 4.8834 -1.8440 -0.8836
C 3.5281 -1.6056 -0.5272
O 3.2091 -0.8237 0.4211
H 3.0361 -4.2226 -1.4544
H 2.3242 -7.8355 -0.0633
H 1.8766 -6.9700 -1.7162
H -0.1439 -7.0277 -0.2097
H 0.7637 -6.3150 1.2150
H 0.2839 -4.2380 0.3003
H 0.8350 -4.6279 -1.2659
H 6.6017 -4.6808 0.2181
H 6.1347 -4.0956 -1.4617
H 5.1446 -2.5285 1.1880
H 6.6497 -2.1954 0.1897
H 2.6959 -2.1244 -1.1301
C 1.2355 3.2198 0.3102
O 0.3478 4.0415 0.5049
N 2.4904 3.5741 -0.0575
N 1.0413 1.8893 0.4450
H 3.2315 2.9165 -0.2215
H 2.6759 4.5577 -0.1688
H 0.1204 1.5860 0.7173
H 1.7575 1.1977 0.2882
C 1.5845 0.4770 -3.5151
O 0.8623 -0.5041 -3.3972
N 2.5502 0.7828 -2.6209
N 1.4814 1.3433 -4.5504
H 3.1530 1.5836 -2.7000
H 2.6619 0.1657 -1.8317
H 0.7733 1.1528 -5.2401
H 2.0669 2.1541 -4.6620
C 5.1600 2.6593 -5.7186
O 4.5935 3.0661 -4.7137
N 6.4255 3.0200 -6.0393
N 4.5723 1.8145 -6.5965
H 6.9082 2.6978 -6.8583
H 6.8973 3.6486 -5.4094
H 3.6291 1.5237 -6.3922
H 5.0197 1.4690 -7.4260
C -2.9146 -5.0673 1.6663
O -2.0785 -5.7160 1.0625
N -4.0706 -5.6097 2.1271
N -2.7637 -3.7453 1.9312
H -4.7714 -5.0926 2.6262
H -4.2196 -6.5898 1.9502
H -1.9180 -3.3059 1.6048
H -3.4397 -3.1930 2.4266
C -2.9950 6.5109 2.3694
O -3.7135 7.3927 2.8227
N -1.7218 6.7364 1.9715
N -3.4114 5.2331 2.2257
H -1.1168 6.0237 1.5961
H -1.3713 7.6770 2.0617
H -4.3560 5.0230 2.5111
H -2.8379 4.4948 1.8552
C -7.6488 6.4497 1.2675
O -8.0857 6.9157 2.3086
N -6.3311 6.4712 0.9520
N -8.4454 5.8695 0.3352
H -5.9525 6.0939 0.1020
H -5.7048 6.8960 1.6224
H -9.4322 5.8339 0.5330
H -8.1068 5.4808 -0.5261
C -3.2046 10.0551 -0.5587
O -2.3052 9.7828 -1.3405
N -3.9158 11.2079 -0.6354
N -3.5699 9.2316 0.4519
H -4.6574 11.4505 -0.0039
H -3.6740 11.8478 -1.3744
H -3.0656 8.3645 0.5433
H -4.3053 9.4376 1.1039
C -1.2536 -1.9793 -7.1952
O -1.6513 -1.8776 -8.3474
N -0.6559 -0.9583 -6.5349
N -1.3753 -3.1214 -6.4774
H -0.3216 -1.0221 -5.5864
H -0.5464 -0.0912 -7.0346
H -1.8145 -3.9048 -6.9328
H -1.0551 -3.2243 -5.5307
C 1.5794 -9.2426 5.7230
O 0.9437 -9.5181 4.7178
N 2.4151 -8.1800 5.7939
N 1.5029 -9.9811 6.8614
H 2.9443 -7.9402 6.6121
H 2.5025 -7.6029 4.9680
H 0.8913 -10.7809 6.8490
H 2.0160 -9.7730 7.6983
C -3.7519 2.4215 5.0872
O -4.3937 2.1611 4.0801
N -2.9113 3.4806 5.1635
N -3.8254 1.6728 6.2151
H -2.3752 3.7123 5.9799
H -2.8298 4.0618 4.3429
H -4.4406 0.8756 6.1973
H -3.3070 1.8696 7.0518

***

6.
99
Properties=species:S:1:pos:R:3 method="wB97M-V/def2-TZVPD" charge=-1 spin_multiplicity=1 e_above_lowest_kj_mol=0.0 orbital_gap_ev=8.640 molar_mass_g_mol=745.6
P -4.9725 24.7033 13.5053
F -4.8098 23.4715 12.4649
F -6.2522 23.9816 14.1897
F -4.0197 23.9460 14.5744
F -5.0710 25.9508 14.5209
F -3.7344 25.4051 12.7484
F -6.0383 25.4215 12.4861
C -9.9275 25.6694 10.7170
O -10.9964 25.4464 10.1839
N -9.6158 26.9463 11.1680
N -8.9234 24.7823 10.9100
H -8.8470 27.2389 11.7504
H -10.3856 27.5871 11.0909
H -8.0468 25.0583 11.3162
H -9.0691 23.8148 10.6924
C -6.4271 20.9642 16.4412
O -7.3253 21.6535 16.9036
N -5.8380 21.2740 15.2519
N -6.0403 19.7449 16.9414
H -5.0139 20.8578 14.8662
H -6.0797 22.1886 14.8987
H -5.2857 19.2671 16.4803
H -6.3520 19.5117 17.8646
C -10.1297 22.8267 14.4000
O -10.3666 21.6392 14.2533
N -10.9994 23.8110 13.9717
N -8.9832 23.3449 14.9139
H -11.7903 23.5523 13.4157
H -10.8701 24.7678 14.2500
H -8.8678 24.3440 14.9922
H -8.3143 22.7615 15.3943
C -2.3944 29.5829 15.9336
O -2.3826 30.4345 15.0599
N -1.7939 29.8036 17.1400
N -3.0148 28.3823 15.8194
H -1.3987 30.7095 17.3001
H -1.8857 29.1623 17.9054
H -3.0869 27.7264 16.5746
H -3.5262 28.1080 14.9993
C -1.2192 23.5214 9.8674
O -0.0885 23.5382 9.4040
N -1.7751 22.3550 10.3459
N -1.9914 24.6252 9.9947
H -2.6807 22.3468 10.7800
H -1.1637 21.5651 10.4154
H -2.9406 24.5299 10.3122
H -1.5239 25.5058 9.9053
C -4.5234 24.3511 18.8076
O -4.4293 24.6477 19.9834
N -5.2337 23.2781 18.3529
N -3.9950 25.1057 17.7824
H -5.7044 22.7116 19.0326
H -5.5151 23.1777 17.3929
H -4.0098 24.7704 16.8332
H -3.3477 25.8132 18.0692
C -9.0204 27.2526 14.6160
O -9.5050 26.1949 14.9917
N -9.5070 28.4507 15.0572
N -7.9150 27.3184 13.8254
H -10.2764 28.4218 15.6972
H -9.0714 29.3069 14.7720
H -7.4750 28.1909 13.5914
H -7.3469 26.4891 13.7640
C -1.2944 19.7138 14.1217
C -2.7138 20.1678 14.3072
C -3.3151 20.9016 13.1063
O -3.5583 19.0558 14.6942
H -0.7819 19.4812 15.0547
H -0.6806 20.4528 13.5937
H -1.2020 18.8432 13.4620
H -2.8247 20.8359 15.1668
H -3.0230 20.4904 12.1371
H -2.8101 21.8720 13.1536
H -4.3934 20.9689 13.1767
H -3.2100 18.2349 14.3370
C -0.4002 23.8726 13.8673
C -0.0833 24.6204 15.1793
C -1.3222 25.3207 15.6902
O 0.4393 23.7255 16.1458
H 0.5286 23.7026 13.3171
H -1.1376 24.3335 13.2137
H -0.7585 22.8617 14.1065
H 0.7427 25.2840 14.9201
H -1.1283 25.8726 16.6134
H -2.0341 24.5473 16.0043
H -1.8839 25.8943 14.9561
H -0.0006 22.8734 16.0815
C -4.1403 27.0347 8.3735
C -4.7900 26.8805 9.7372
C -5.9354 27.8595 9.9854
O -5.3007 25.5442 9.7926
H -3.6935 26.1018 8.0417
H -3.2979 27.7353 8.4241
H -4.8310 27.4547 7.6411
H -4.0385 27.0171 10.5266
H -6.5912 27.7464 9.1218
H -5.5454 28.8548 10.1974
H -6.4888 27.5387 10.8684
H -5.3790 25.2373 10.7024